# C15H15N3O2S

A molecular structure, C15H15N3O2S in a non-equilibrium geometry (ωB97M-V with the def2-TZVPD basis set, OMol25).

Geometry as XYZ:
```
36
Properties=species:S:1:pos:R:3:forces:R:3:nbo_charge:R:1
C -5.4016 -0.4006 1.6571 0.27 2.20 -9.64 -0.1981
H -6.0883 -0.1926 2.2869 -4.73 1.94 4.20 0.1768
O -4.7627 0.9378 1.1732 -3.97 -3.33 3.13 -0.4939
C -3.8397 0.8450 0.2777 1.85 0.11 -3.68 0.3494
C -3.3008 -0.4186 -0.4405 -10.47 1.65 9.78 -0.3420
C -2.3334 -0.1850 -1.1418 7.67 -3.44 -7.31 0.0466
C -1.8811 1.0360 -1.3349 5.81 7.48 -7.08 -0.3024
C -2.3840 2.3000 -1.0324 -1.73 0.82 3.27 -0.1543
C -3.4574 2.1697 -0.1119 2.03 -3.25 -1.25 -0.3070
H -3.8190 2.9569 0.4437 -1.14 1.63 0.96 0.2084
H -2.0452 3.4617 -1.1296 -0.17 -3.49 -0.66 0.2381
H -1.0689 1.3605 -2.2884 -1.75 -2.18 2.84 0.2217
C -1.6340 -1.4970 -1.9047 1.89 5.46 4.31 -0.4724
H -1.0389 -0.9943 -2.6340 0.63 -0.61 -0.83 0.2772
H -2.4011 -2.1054 -2.1394 -2.00 -2.51 -0.97 0.2150
S -0.5752 -2.1340 -0.4705 -0.09 -0.61 -1.15 0.2060
C 0.8907 -1.2104 -0.7553 -4.62 3.73 -6.69 0.1650
N 0.9901 -0.2432 -1.6973 1.07 0.65 -2.66 -0.3634
N 2.3054 0.5192 -1.6462 -3.83 -4.97 5.70 -0.2113
C 2.7211 -0.0344 -0.3822 0.55 2.79 -6.41 0.2364
N 1.8725 -1.0366 -0.0420 8.47 -0.52 9.92 -0.3316
C 1.9514 -1.7139 1.3985 9.99 1.31 -3.80 -0.3672
H 2.4477 -1.0646 2.1016 -1.05 0.41 0.41 0.2400
H 2.6893 -2.5952 1.2502 -1.24 1.21 0.35 0.2010
H 1.0910 -2.0337 1.2821 -8.43 -3.15 1.66 0.1862
C 4.1150 0.3362 0.0098 -3.76 -9.32 4.53 0.2836
C 4.9028 -0.4588 0.9154 2.24 16.11 -9.72 -0.2846
C 6.0517 0.7397 0.9650 1.23 -15.60 9.65 -0.3088
C 5.6785 1.5770 0.2605 3.63 16.59 -9.13 0.1295
O 4.6036 1.4215 -0.3714 -3.84 2.92 -3.73 -0.3799
H 6.3364 2.5969 -0.1566 -2.11 -3.05 1.50 0.1853
H 6.8559 0.4102 1.4738 2.83 0.23 1.52 0.2297
H 4.7966 -1.1599 1.4587 -1.50 -9.28 6.71 0.1590
H -3.6990 -1.3633 -0.0783 0.15 0.00 -0.44 0.2130
H -5.9143 -0.9947 0.7178 1.62 1.47 2.30 0.1777
H -4.6551 -0.8319 2.0854 4.51 -3.44 2.40 0.1714
```
Positions in Å, forces in eV/Å.

Computed properties:
- ΔE to the lowest compared entry with this formula, charge and spin (kJ/mol) = 1676.2
- HOMO level (eV) = -7.6

=====

# C15H15N3OS

C15H15N3OS in the gas phase (ωB97M-V with the def2-TZVPD basis set, OMol25).

Geometry as XYZ:
```
35
Properties=species:S:1:pos:R:3:forces:R:3:nbo_charge:R:1
O 2.0674 -1.7703 -0.5904 0.14 -0.10 -0.20 -0.6201
C 1.3886 -1.4203 0.3577 -0.26 -0.45 0.09 0.6664
N 1.7128 -0.3388 1.0935 0.24 0.28 0.15 -0.4283
C 0.9377 0.2391 2.1752 -0.08 0.11 0.14 -0.2317
C 0.5413 1.6347 1.7826 -0.05 0.03 0.03 -0.0401
C -0.7581 2.1077 1.8241 0.11 0.01 0.06 -0.1834
C -1.0272 3.4018 1.4096 -0.10 0.06 0.01 -0.2127
C -0.0044 4.2114 0.9450 -0.05 0.08 -0.03 -0.2065
C 1.2942 3.7325 0.8871 0.01 -0.06 0.02 -0.1978
C 1.5715 2.4433 1.3081 0.00 0.03 0.04 -0.0100
C 2.9325 1.8175 1.2785 -0.12 -0.13 0.02 -0.4396
C 2.8577 0.4357 0.6263 0.36 -0.05 -0.29 -0.2021
H 2.7669 0.5370 -0.4606 0.07 0.00 0.15 0.2193
H 3.7743 -0.1319 0.8238 -0.05 0.09 -0.11 0.2049
H 3.3026 1.7175 2.3038 0.07 0.04 -0.01 0.2115
H 3.6408 2.4357 0.7266 0.02 -0.03 0.05 0.2280
H 2.0906 4.3608 0.5145 0.09 0.06 -0.04 0.2089
H -0.2196 5.2179 0.6179 -0.03 0.08 -0.03 0.2127
H -2.0393 3.7758 1.4415 -0.09 0.04 -0.01 0.2139
H -1.5545 1.4661 2.1700 -0.10 -0.07 0.03 0.2149
H 0.0583 -0.3628 2.3884 0.14 0.03 0.08 0.2206
H 1.5669 0.2677 3.0767 -0.17 -0.06 -0.01 0.2003
C 0.1603 -2.2224 0.7625 -0.34 0.16 -0.26 -0.6277
H 0.1759 -2.5023 1.8143 -0.03 0.00 0.01 0.2368
H 0.1136 -3.1062 0.1278 0.12 0.08 0.18 0.2866
S -1.3874 -1.2878 0.4852 0.11 -0.01 0.53 0.2719
C -1.6301 -1.5477 -1.2217 0.13 -0.27 -0.34 0.2531
N -0.9148 -2.4872 -1.8187 0.12 -0.11 0.19 -0.4763
C -1.1135 -2.6515 -3.1129 -0.21 0.14 -0.36 0.0993
C -2.0351 -1.8910 -3.8194 0.03 0.01 0.16 -0.3269
C -2.7488 -0.9558 -3.0798 0.09 -0.22 -0.34 0.0895
N -2.5510 -0.7784 -1.7873 -0.11 0.27 0.46 -0.4628
H -3.5030 -0.3221 -3.5284 -0.03 -0.01 -0.13 0.1989
H -2.1922 -2.0226 -4.8764 -0.02 -0.01 -0.10 0.2271
H -0.5131 -3.4198 -3.5823 -0.01 -0.03 -0.15 0.2015
```
Positions in Å, forces in eV/Å.

Computed properties:
- ΔE to the lowest compared entry with this formula, charge and spin (kJ/mol) = 67.3
- structure (SMILES) = O=C(CSc1ncccn1)N1CCc2ccccc2C1
- HOMO level (eV) = -8.6

=====

# C15H15N3OsP

A molecular structure, C15H15N3OsP in a non-equilibrium geometry (ωB97M-V with the def2-TZVPD basis set, OMol25).

Geometry as XYZ:
```
35
Properties=species:S:1:pos:R:3:forces:R:3:nbo_charge:R:1
C -0.2776 -0.4225 -1.1719 0.62 -0.95 -1.31 -0.3302
C -1.0443 -1.0800 -2.2057 0.32 2.93 3.34 -0.1121
C -0.4801 -2.3612 -2.2655 3.24 -2.46 -1.97 -0.1584
C 0.8544 -2.3643 -1.7937 -1.56 0.12 0.06 -0.3247
C 0.9848 -1.1605 -1.0269 -2.14 0.82 0.23 -0.0717
Os -0.2505 1.2335 1.2290 1.18 -1.01 -0.43 0.5707
P -0.3660 3.1465 0.2200 -0.33 3.29 -1.68 0.1759
H -0.6010 0.3885 -0.4821 -0.11 -0.10 -1.52 0.1151
H -1.8295 -0.6192 -2.8115 0.00 -0.58 0.56 0.2432
H -0.8923 -3.2029 -2.8225 0.04 0.31 0.06 0.2335
H 1.7681 -0.8190 -0.3451 -0.02 -0.36 -0.47 0.2076
H 1.6317 -3.1041 -1.9615 -0.45 0.00 0.21 0.2433
H -1.3557 4.0640 0.6812 0.45 -0.08 -0.31 0.0341
H -0.5261 3.2815 -1.2133 0.16 -0.11 0.90 0.0563
H 0.8578 3.8639 0.4190 -0.56 0.07 -0.16 0.0412
N -0.0517 1.2440 10.8147 -0.19 -0.39 -2.46 -0.2442
C -0.1155 1.0229 9.6682 0.03 0.50 2.47 0.2488
C -0.1257 0.6701 8.2777 -0.11 0.13 -0.58 -0.1630
C -0.8962 1.3510 7.3255 0.11 -0.15 -0.16 -0.1213
C -0.8185 1.0125 5.9713 0.28 -0.15 -0.10 -0.2539
C 0.0528 -0.0036 5.5503 0.22 -0.19 1.19 0.2247
C 0.7411 -0.7627 6.5311 -0.19 0.53 -0.11 -0.2336
C 0.6745 -0.3951 7.8718 0.01 -0.19 -0.39 -0.1325
N 0.2517 -0.3048 4.1761 -0.79 -0.45 -2.01 -0.3320
C 0.9218 -1.4199 3.7054 0.17 0.73 0.05 0.0049
C 0.6935 -1.5751 2.3612 -1.20 0.81 0.42 -0.0555
N -0.3054 -0.6742 1.9901 0.35 -0.01 1.28 -0.4924
C -0.4956 0.2271 3.0332 0.79 -3.34 3.18 -0.0455
H -1.5459 2.1596 7.6413 0.04 -0.11 -0.05 0.2438
H -1.4422 1.5311 5.2373 0.32 0.01 0.42 0.2196
H 1.3364 -1.6377 6.2837 -0.06 0.34 -0.04 0.2236
H 1.2554 -0.9276 8.6212 -0.14 -0.01 -0.22 0.2480
H 1.5376 -2.0275 4.3566 -0.01 0.26 -0.27 0.2439
H 1.1604 -2.2554 1.6569 -0.37 0.04 0.22 0.2507
H -1.4322 0.7017 3.3388 -0.12 -0.26 -0.34 0.2419
```
Positions in Å, forces in eV/Å.

Computed properties:
- net charge = +1
- 2S+1 = 5
- ΔE to the lowest compared entry with this formula, charge and spin (kJ/mol) = 256.8
- HOMO level (alpha / beta) (eV) = -11.1 / -11.0

=====

# C15H15N7OS2

C15H15N7OS2 in the gas phase in a non-equilibrium geometry (ωB97M-V with the def2-TZVPD basis set, OMol25).

Geometry as XYZ:
```
40
Properties=species:S:1:pos:R:3:forces:R:3:nbo_charge:R:1
C -4.9431 1.9641 -4.3762 -0.15 0.18 -0.04 -0.6591
C -4.2507 0.8127 -3.7635 -0.39 -0.17 0.86 0.0720
N -3.3036 0.1479 -4.3088 -0.26 1.16 -1.30 -0.2539
N -2.8264 -0.8516 -3.5845 0.56 -1.24 0.75 -0.3093
C -3.4076 -0.9786 -2.4410 -0.61 0.48 0.16 -0.1446
S -3.0318 -2.1892 -1.2714 0.15 -0.52 0.28 0.3034
C -1.4930 -2.8424 -2.0176 -0.38 0.28 -0.06 -0.5393
C -0.3871 -1.8476 -1.8587 0.32 0.20 -0.64 0.2313
C 0.2240 -1.2681 -2.9242 -0.15 -0.29 0.15 -0.3648
C 1.2825 -0.3124 -2.7126 -0.02 -0.07 0.13 0.6266
O 1.9280 0.2720 -3.5570 0.13 0.13 -0.19 -0.6091
N 1.5362 -0.0843 -1.3559 0.06 0.09 0.04 -0.5797
C 0.8710 -0.6843 -0.3352 -0.33 -0.34 -0.11 0.6259
N -0.0742 -1.5671 -0.5705 0.16 0.06 0.34 -0.6287
N 1.2729 -0.2951 0.8905 0.40 0.34 0.33 -0.6446
C 0.7053 -0.7262 1.9880 -0.24 -0.22 -0.38 0.6574
N -0.3162 -1.5990 2.0022 -0.12 -0.07 0.22 -0.8169
H -0.7902 -1.8727 2.8442 0.08 0.08 0.01 0.3896
H -0.6340 -1.8889 1.0721 -0.03 -0.02 0.09 0.4526
N 1.1422 -0.2957 3.1989 -0.43 -0.34 0.44 -0.5850
C 2.1683 0.5866 3.5448 0.38 0.33 0.00 0.2377
C 2.9851 1.2168 2.6123 0.00 -0.01 -0.18 -0.2818
C 3.9786 2.0783 3.0401 0.02 0.03 0.20 -0.1734
C 4.1737 2.3229 4.3888 0.11 0.09 0.00 -0.2389
C 3.3624 1.6952 5.3191 -0.01 -0.01 -0.01 -0.1921
C 2.3664 0.8332 4.9027 -0.05 -0.04 -0.07 -0.2752
H 1.7360 0.3460 5.6347 -0.07 -0.05 0.07 0.2015
H 3.5043 1.8765 6.3741 0.00 0.00 0.08 0.2151
H 4.9513 2.9967 4.7142 0.07 0.06 0.03 0.2142
H 4.6074 2.5637 2.3087 0.04 0.03 -0.08 0.2135
H 2.8259 1.0193 1.5671 0.07 0.06 0.06 0.2555
H 0.6460 -0.6759 3.9944 0.11 0.07 -0.21 0.3892
H 2.2594 0.5852 -1.1236 -0.11 -0.09 -0.05 0.4267
H -0.0632 -1.4886 -3.9375 -0.05 0.00 -0.08 0.2445
H -1.2850 -3.7531 -1.4562 0.01 0.01 -0.04 0.2443
H -1.6974 -3.0616 -3.0623 0.07 -0.09 0.04 0.2557
S -4.6733 0.2072 -2.1545 0.73 -0.25 -0.71 0.3298
H -4.8208 2.8516 -3.7569 -0.02 0.09 -0.04 0.2308
H -4.5207 2.1477 -5.3603 0.01 0.01 -0.02 0.2491
H -6.0086 1.7588 -4.4687 -0.05 0.06 -0.06 0.2299
```
Positions in Å, forces in eV/Å.

Computed properties:
- structure (SMILES) = Cc1nnc(SCc2cc(=O)[nH]c(/N=C(\N)Nc3ccccc3)n2)s1
- HOMO level (eV) = -8.2

=====

# C15H15N9O6STi

A molecular structure, C15H15N9O6STi (ωB97M-V with the def2-TZVPD basis set, OMol25).

Geometry as XYZ:
```
47
Properties=species:S:1:pos:R:3:forces:R:3:nbo_charge:R:1
Ti 1.3846 -0.0150 -0.0742 0.62 0.10 -0.20 1.4479
O 1.0641 -1.7885 -0.5843 -0.08 -0.06 0.01 -0.8487
S 0.1271 -3.0013 -0.1681 0.05 0.10 0.04 1.2318
C 0.7471 -4.3139 -1.2287 0.02 0.00 -0.03 -0.5665
C 0.1176 -4.0724 -2.5946 -0.01 0.00 0.01 -0.4184
C -1.3467 -3.7541 -2.3056 0.01 -0.01 -0.01 -0.4187
C -1.3699 -2.7284 -1.1664 0.00 -0.01 0.00 -0.5644
H 0.3918 -5.2367 -0.7614 0.00 0.00 0.00 0.2671
H 1.8348 -4.2876 -1.1756 0.00 -0.02 0.00 0.2787
H 0.2308 -4.9535 -3.2238 0.00 0.00 0.00 0.2669
H 0.6125 -3.2364 -3.0919 0.00 0.00 0.00 0.2240
H -1.8743 -4.6578 -1.9992 0.00 0.00 0.00 0.2367
H -1.8653 -3.3524 -3.1745 0.00 0.00 0.00 0.2580
H -2.2295 -2.7971 -0.5025 0.00 -0.01 0.01 0.2728
H -1.2676 -1.7009 -1.5157 -0.01 -0.01 -0.01 0.2558
N 7.3725 0.2885 -2.6708 0.02 0.03 0.04 -0.2022
C 6.4444 0.5155 -2.0312 -0.06 -0.03 -0.03 0.3759
N 5.3769 0.7828 -1.3016 0.00 -0.02 -0.05 -0.4418
C 4.2442 0.5294 -1.0405 0.04 0.02 0.08 0.7818
N 3.0824 0.3516 -0.7026 -0.22 -0.06 -0.01 -0.7214
O 0.9759 1.5686 0.9879 -0.07 -0.07 0.01 -0.6311
C -0.0346 0.9952 1.5831 -0.02 -0.03 -0.04 0.8222
O -0.2219 -0.2083 1.1974 -0.11 0.05 0.10 -0.6562
C -0.8343 1.6755 2.5734 -0.01 0.02 0.02 -0.2416
C -1.9132 1.0049 3.1595 0.00 0.03 0.01 -0.0709
C -2.6815 1.6551 4.1047 0.02 -0.02 -0.02 -0.2166
C -2.3453 2.9566 4.4342 -0.05 0.03 0.00 0.1110
C -1.2815 3.6418 3.8750 0.01 0.00 -0.02 -0.1877
C -0.5133 2.9903 2.9296 -0.02 -0.02 0.01 -0.1230
N -3.1787 3.6613 5.4497 0.08 -0.04 0.11 0.5191
O -2.8738 4.8024 5.7028 -0.02 0.03 -0.04 -0.3288
O -4.0792 3.0269 5.9469 -0.03 0.00 -0.04 -0.3312
H -2.1403 -0.0125 2.8739 0.01 0.00 0.00 0.2320
H -3.5239 1.1820 4.5870 0.00 0.00 0.00 0.2778
H -1.0760 4.6560 4.1842 0.00 0.00 0.00 0.2783
H 0.3311 3.4882 2.4734 0.00 0.00 0.00 0.2454
O 3.1675 -1.0540 2.7566 0.04 0.00 0.01 -0.3362
C 2.5690 -0.7430 1.8700 -0.13 -0.03 0.00 0.6160
N -0.9572 0.7782 -4.8017 -0.04 -0.08 -0.02 -0.5736
N -0.4779 1.0935 -3.5622 0.09 0.06 -0.10 0.2183
N -0.6515 2.2882 -3.0377 -0.12 -0.03 0.11 -0.2108
C -0.1555 2.1258 -1.8268 0.20 0.11 -0.02 0.1890
N 0.3185 0.8797 -1.6678 -0.21 -0.06 -0.05 -0.3669
N 0.0858 0.2197 -2.8038 0.00 -0.02 0.11 -0.0354
H -1.1988 1.6368 -5.2846 0.00 0.02 0.00 0.4205
H -0.2829 0.2164 -5.3082 0.03 0.02 -0.02 0.4067
H -0.1040 2.9029 -1.0831 -0.01 -0.01 0.00 0.2586
```
Positions in Å, forces in eV/Å.

Computed properties:
- net charge = +2
- ΔE to the lowest compared entry with this formula, charge and spin (kJ/mol) = 0.1
- HOMO level (eV) = -15.5

=====

# C15H15NO4

A molecular structure, C15H15NO4 in a non-equilibrium geometry (ωB97M-V with the def2-TZVPD basis set, OMol25).

Geometry as XYZ:
```
35
Properties=species:S:1:pos:R:3:forces:R:3:nbo_charge:R:1
C 2.1203 1.1848 1.5260 -0.09 -0.44 0.02 -0.2524
O 0.7047 1.3061 1.3257 -0.42 0.09 -0.62 -0.4800
C -0.0665 0.2760 1.0261 0.96 -0.51 -0.66 0.4873
C -1.5157 0.5817 1.0355 -0.31 0.07 -0.03 -0.1696
C -2.4274 -0.4828 1.1602 0.30 0.39 0.18 -0.0865
C -3.7821 -0.2202 1.3526 0.15 0.05 0.01 -0.2427
C -4.2590 1.0990 1.4106 0.66 0.02 0.32 0.0263
C -5.7242 1.3740 1.5745 -0.15 -0.02 -0.12 -0.6365
C -3.3320 2.1521 1.3581 0.33 -0.02 -0.09 -0.2245
C -1.9771 1.9102 1.1333 0.35 -0.68 0.29 -0.1409
H 2.5024 2.1966 1.6119 -0.10 0.00 0.11 0.2097
H 2.2957 0.6192 2.4365 0.10 0.00 0.17 0.1874
H 2.6256 0.6914 0.7004 -0.24 -0.08 -0.24 0.2107
H 0.2247 -0.7031 1.4116 0.05 0.20 -0.02 0.1870
H -2.0184 -1.4966 1.1783 -0.36 0.23 -0.11 0.2101
H -4.4856 -1.0368 1.5360 0.25 0.18 -0.27 0.2180
H -5.9169 2.4503 1.5899 -0.05 -0.20 0.05 0.2203
H -6.2406 0.9420 0.7138 -0.14 0.12 0.05 0.2288
H -6.1622 0.9129 2.4686 0.23 0.11 -0.11 0.2269
H -3.6434 3.1799 1.5637 -0.09 -0.35 -0.31 0.2180
H -1.2181 2.6988 1.1421 -0.54 -0.14 -0.09 0.2321
O 0.3380 -0.2524 -0.7549 -1.36 0.71 1.10 -0.6738
C 1.3884 -0.7939 -1.2996 1.78 -0.50 -0.24 0.3923
C 2.0271 -0.0722 -2.3764 -0.73 -0.56 0.67 -0.3026
C 3.1854 -0.5254 -2.9659 0.02 -0.28 0.46 -0.1440
C 3.7762 -1.7137 -2.4796 -1.17 0.25 0.46 -0.0535
N 5.0966 -2.0384 -2.8829 2.06 -0.49 -0.82 0.5070
O 5.6336 -3.0639 -2.4022 -0.76 1.77 -0.97 -0.4075
O 5.6676 -1.2525 -3.6770 -0.73 -1.58 1.34 -0.4079
C 3.1211 -2.5295 -1.5304 0.15 0.57 -0.11 -0.1398
C 1.9615 -2.0727 -0.9227 -0.83 0.87 -0.53 -0.3334
H 1.5087 0.8324 -2.6973 0.32 -0.19 0.01 0.2256
H 3.6476 0.0471 -3.7678 0.05 -0.25 0.29 0.2475
H 3.5484 -3.4999 -1.2707 -0.06 0.43 -0.05 0.2462
H 1.3956 -2.7004 -0.2279 0.34 0.22 -0.13 0.2148
```
Positions in Å, forces in eV/Å.

Computed properties:
- ΔE to the lowest compared entry with this formula, charge and spin (kJ/mol) = 567.7
- HOMO level (eV) = -8.1

=====

Respective DFT total energy values: -35183.5119, -33152.0122, -32009.6559, -49948.2623, -75426.6864, -25473.8033 eV.